ORCA calculation (ωB97M-V/def2-TZVPD) on 2 unconnected molecules or ions with the total composition C5H13Cl2NOSi in a non-equilibrium geometry.

Computed properties:
- LUMO level (alpha / beta): 0.409 / -0.204 eV
- Strongest force on any atom: 1.9 eV Å⁻¹
- HOMO-LUMO gap (alpha / beta): 7.56 / 8.01 eV

Geometry as XYZ:
```
23
C5H13Cl2NOSi | OMol25 | ωB97M-V/def2-TZVPD
C -0.73 2.58 0.25
C -1.78 -1.77 -0.23
C 2.62 -1.95 -0.96
C -1.19 1.59 1.32
C -1.51 -0.27 -0.28
N -0.99 0.20 0.98
O 0.06 -0.39 1.44
Si 2.53 -0.24 -0.13
Cl 2.41 1.23 -1.54
Cl 4.12 0.13 1.05
H 0.30 2.40 -0.02
H -1.34 2.51 -0.65
H -0.82 3.60 0.64
H -2.58 -2.00 0.47
H -2.06 -2.14 -1.22
H -0.87 -2.28 0.09
H 3.60 -2.10 -1.40
H 2.44 -2.74 -0.24
H 1.88 -2.04 -1.75
H -0.64 1.76 2.24
H -2.26 1.74 1.52
H -0.77 -0.07 -1.07
H -2.43 0.27 -0.50
```